The following is a DFT calculation (ωB97M-V/def2-TZVPD) of an isolated molecule of C27H35B3F2N4O8S3 at a distorted geometry.

Summary:
calculated total energy = -3339.36059 Ha
charge = 0
structure (SMILES) = CCB(O)c1c(N(C(=O)F)C(=O)F)cc(B(O)OC)c2c1Sc1c(B(N)O)ccc(CCCSC(=S)N(CC)CC)c1N2CC(=O)O
HOMO level = -8.581 eV
largest force on an atom = 6.3 eV/A
LUMO = -0.85 eV
relative energy (zero: lowest compared OMol25 entry of this formula, charge and spin) = 0.000 eV

Geometry as XYZ:
```
82
C27H35B3F2N4O8S3, DFT ωB97M-V/def2-TZVPD
C -6.68 2.40 3.25
C -5.16 1.79 3.33
B -4.57 1.86 1.81
O -5.00 2.98 0.99
C -3.56 0.75 1.14
C -4.16 -0.18 0.00
N -5.58 -0.04 -0.42
C -6.49 -0.77 0.53
O -6.12 -1.76 1.20
F -7.82 -0.23 0.61
C -5.84 -0.67 -1.73
O -5.73 -0.11 -2.84
F -6.24 -2.06 -1.70
C -3.16 -1.23 -0.62
C -1.64 -1.33 -0.16
B -0.74 -2.48 -0.93
O 0.05 -3.47 -0.25
O -0.79 -2.48 -2.37
C -0.56 -1.13 -2.86
C -1.05 -0.39 0.98
C -2.06 0.63 1.61
S -1.37 1.70 2.98
C 0.41 1.91 2.46
C 1.14 3.24 2.82
B 0.48 4.48 3.66
N 0.94 4.88 5.06
O -0.55 5.28 3.07
C 2.62 3.42 2.36
C 3.31 2.24 1.56
C 2.55 0.91 1.21
C 3.26 -0.25 0.37
C 4.86 -0.14 0.25
C 5.39 0.87 -0.88
S 4.59 0.68 -2.54
C 5.15 -0.87 -3.38
S 6.70 -1.50 -3.24
N 4.17 -1.62 -4.20
C 3.62 -0.80 -5.34
C 2.22 -1.34 -5.93
C 3.11 -2.07 -3.24
C 2.61 -3.60 -3.49
C 1.05 0.70 1.68
N 0.37 -0.58 1.38
C 0.28 -1.29 2.72
C 0.85 -2.79 2.68
O 1.93 -3.15 2.18
O 0.02 -3.83 3.29
H -7.28 2.21 4.20
H -6.58 3.54 3.03
H -7.15 1.95 2.30
H -5.18 0.71 3.71
H -4.54 2.50 4.01
H -4.36 3.11 0.25
H -3.52 -1.96 -1.44
H -0.54 -3.97 0.37
H 0.33 -0.69 -2.29
H -1.48 -0.44 -2.77
H -0.25 -1.22 -3.96
H 0.66 4.17 5.75
H 1.97 5.02 5.08
H -1.18 5.62 3.74
H 3.19 4.38 2.60
H 4.41 2.43 1.27
H 3.04 -1.28 0.87
H 2.71 -0.30 -0.65
H 5.29 0.09 1.29
H 5.24 -1.19 -0.04
H 5.34 1.98 -0.61
H 6.52 0.63 -1.02
H 4.39 -0.86 -6.21
H 3.49 0.31 -5.12
H 1.37 -0.95 -5.24
H 2.00 -0.91 -6.97
H 2.17 -2.48 -5.99
H 2.25 -1.32 -3.17
H 3.61 -2.09 -2.20
H 2.40 -4.17 -2.52
H 3.28 -4.18 -4.22
H 1.58 -3.50 -4.02
H -0.81 -1.34 3.10
H 0.86 -0.71 3.52
H 0.01 -3.63 4.25
```

The following is a DFT calculation (ωB97M-V/def2-TZVPD) of a 2-piece molecular cluster, C6H10 overall at a distorted geometry.

Summary:
calculated total energy = -234.47636 Ha
charge = 0
structure (SMILES) = C1=C[C@H]2C[C@H]2C1.[H][H]
HOMO level = -8.271 eV
largest force on an atom = 1.5 eV/A
LUMO = 1.17 eV
relative energy (zero: lowest compared OMol25 entry of this formula, charge and spin) = 3.433 eV

Geometry as XYZ:
```
16
C6H10, DFT ωB97M-V/def2-TZVPD
C 0.70 1.32 0.23
C -0.07 0.92 1.24
C -0.37 -0.52 1.09
C -0.91 -1.21 -0.42
C 0.49 -1.10 0.02
C 1.24 0.13 -0.55
H 0.92 2.35 -0.04
H -0.53 1.56 2.00
H -0.73 -1.08 1.96
H -1.55 -2.03 -0.12
H -1.13 -0.97 -1.49
H 1.08 -1.99 0.16
H 2.30 0.04 -0.31
H 1.16 0.24 -1.64
H -1.53 0.88 -1.14
H -1.07 1.46 -1.00
```

The following is a DFT calculation (ωB97M-V/def2-TZVPD) of C9H21ClN5 as an isolated structure at a distorted geometry.

Summary:
calculated total energy = -1089.01771 Ha
charge = +1
HOMO level (alpha / beta) = -12.945 / -12.942 eV
largest force on an atom = 3.8 eV/A
LUMO (alpha / beta) = -4.73 / -4.66 eV
relative energy (zero: lowest compared OMol25 entry of this formula, charge and spin) = 4.290 eV

Geometry as XYZ:
```
36
C9H21ClN5, DFT ωB97M-V/def2-TZVPD
C -1.52 -2.11 -1.25
C -2.89 -3.90 -0.23
C 2.23 2.17 3.23
C 2.11 3.02 1.90
C 1.62 2.01 0.79
C 1.69 2.71 -0.59
C 1.15 2.02 -1.99
C -0.15 1.28 -1.70
C 0.08 -0.23 -1.37
N 0.27 -1.37 1.61
N -4.24 -3.97 -0.20
N -1.93 -4.60 0.15
N -1.00 -1.13 -1.95
N -2.45 -3.00 -1.29
Cl -0.99 -2.19 1.03
H 1.77 1.22 2.99
H 3.27 2.06 3.34
H 1.86 2.60 4.13
H 1.32 3.73 2.00
H 3.11 3.32 1.44
H 0.66 1.56 1.10
H 2.35 1.28 0.78
H 1.14 3.58 -0.32
H 2.72 3.09 -0.73
H 1.03 2.90 -2.71
H 1.95 1.31 -2.28
H -0.64 1.83 -0.91
H -0.70 1.26 -2.59
H 1.00 -0.63 -1.75
H 0.12 -0.57 -0.28
H -4.67 -4.62 0.45
H -4.93 -3.25 -0.32
H -2.07 -5.26 0.95
H 0.97 -2.05 1.65
H -1.14 -1.10 -2.94
H -3.13 -2.99 -2.11
```

The following is a DFT calculation (ωB97M-V/def2-TZVPD) of a 3-piece molecular cluster, C3H8I2N3O overall at a distorted geometry.

Summary:
calculated total energy = -953.55588 Ha
charge = +1
HOMO level (alpha / beta) = -13.212 / -12.406 eV
largest force on an atom = 4.8 eV/A
LUMO (alpha / beta) = -3.81 / -6.19 eV
relative energy (zero: lowest compared OMol25 entry of this formula, charge and spin) = 0.462 eV

Geometry as XYZ:
```
17
C3H8I2N3O, DFT ωB97M-V/def2-TZVPD
C 0.23 0.33 0.40
C -1.93 0.87 1.36
C 1.23 1.54 -1.37
N -0.59 0.64 1.19
N -0.42 -2.03 0.02
N 1.11 0.35 -0.48
O -1.67 -2.13 0.30
I 4.75 -0.60 0.50
I 0.57 -3.66 -0.72
H -2.52 0.21 0.75
H -2.11 0.81 2.44
H -1.95 1.81 0.91
H 2.20 1.98 -1.16
H 0.45 2.24 -1.13
H 1.12 1.20 -2.36
H 1.61 -0.55 -0.67
H -2.06 -3.03 0.01
```